{"formula": "C13H15N5O7", "method": "ωB97M-V/def2-TZVPD", "total_energy_ev": -35497.8428, "fmax_ev_per_a": 3.0, "homo_ev": -8.64, "lumo_energy_ev": -2.42, "charge": 0, "smiles": "O=[N+]([O-])c1cc([N+](=O)[O-])c2nonc2c1.CCOC(=O)/C=C/N(C)C", "elements": ["C", "C", "O", "C", "C", "C", "N", "C", "C", "O", "H", "H", "H", "H", "H", "H", "H", "H", "H", "H", "H", "H", "H", "O", "N", "O", "C", "C", "C", "N", "O", "O", "C", "C", "N", "O", "N", "C", "H", "H"], "coordinates": [[-3.7254, 1.0923, 3.6340], [-2.5682, 0.1419, 3.4842], [-1.3868, 0.9077, 3.1647], [-0.2929, 0.1135, 3.0540], [0.8576, 0.7871, 2.4381], [2.1233, 0.3777, 2.7552], [3.2387, 0.9230, 2.2259], [4.5604, 0.5613, 2.7003], [3.1541, 2.1363, 1.4358], [-0.2777, -1.0607, 3.4203], [-4.6115, 0.5299, 3.9378], [-3.5238, 1.8498, 4.3979], [-3.9456, 1.5910, 2.6850], [-2.4012, -0.4145, 4.4154], [-2.7510, -0.5665, 2.6641], [0.6829, 1.7827, 2.0356], [2.2844, -0.4717, 3.4285], [4.4709, -0.2867, 3.3870], [5.1935, 0.2879, 1.8433], [5.0270, 1.4168, 3.2114], [2.3137, 2.0669, 0.7330], [3.0222, 3.0286, 2.0720], [4.0949, 2.2420, 0.8787], [5.0072, -1.0477, -2.6959], [3.9367, -0.4193, -2.6473], [3.6578, 0.5077, -3.4430], [2.9223, -0.7418, -1.6599], [1.6674, -0.1483, -1.7292], [0.7091, -0.3813, -0.7068], [-0.5279, 0.3720, -0.7240], [-0.7012, 1.2365, -1.6055], [-1.3751, 0.1415, 0.1722], [0.9824, -1.1503, 0.4313], [2.2379, -1.7691, 0.5064], [2.8365, -2.2786, 1.6275], [4.1829, -2.3445, 1.2698], [4.4470, -1.8574, -0.0026], [3.2247, -1.5653, -0.4991], [1.4235, 0.5193, -2.5510], [0.2533, -1.3994, 1.1957]], "forces_ev_per_angstrom": [[-0.14, 0.24, -0.10], [-0.24, -0.02, 0.20], [0.40, -0.84, -0.14], [0.36, -0.46, 0.26], [-0.15, 0.55, 1.09], [-0.20, 0.17, -0.26], [-0.20, 0.03, 0.28], [0.10, 0.04, -0.02], [0.18, -0.02, -0.18], [-0.06, 0.98, -0.45], [0.04, 0.05, -0.03], [-0.01, -0.10, -0.12], [0.03, -0.01, 0.16], [0.04, 0.07, -0.32], [0.12, 0.08, 0.28], [-0.03, -0.35, -0.17], [-0.16, 0.23, -0.38], [0.17, 0.20, -0.17], [-0.09, -0.01, 0.30], [-0.06, -0.28, 0.02], [0.29, 0.09, 0.11], [-0.03, -0.24, -0.18], [-0.33, 0.03, 0.07], [-2.16, 0.81, 0.66], [1.28, 0.92, -2.21], [0.35, -1.60, 1.51], [-1.19, -0.11, 0.82], [1.29, -0.50, -0.16], [0.84, -0.95, 1.57], [-2.69, 1.21, 0.28], [0.70, -1.62, 1.36], [1.94, 0.23, -1.73], [-1.61, 0.00, -1.22], [2.16, -0.45, 1.40], [0.83, 0.58, -2.62], [-1.73, 0.51, -0.87], [-2.02, -0.69, 0.56], [1.93, 1.03, 0.39], [0.09, -0.14, 0.17], [-0.05, 0.37, -0.15]], "mulliken_charge": [-1.267, -0.064, -0.318, 0.289, -0.526, 0.002, 0.418, -1.025, -1.106, -0.688, 0.392, 0.311, 0.301, 0.294, 0.254, 0.494, 0.338, 0.299, 0.355, 0.387, 0.366, 0.292, 0.345, -0.545, 0.924, -0.581, -0.352, -0.462, -0.566, 1.016, -0.607, -0.563, 0.053, 0.166, -0.391, -0.073, -0.403, 0.704, 0.583, 0.953]}

{"formula": "C5H10N2", "method": "ωB97M-V/def2-TZVPD", "total_energy_ev": -8321.8963, "fmax_ev_per_a": 4.8, "homo_ev": -6.98, "lumo_energy_ev": 0.87, "de_lowest_kcal_mol": 125.4, "charge": 0, "smiles": "C#CNC.C=CN", "elements": ["C", "N", "C", "N", "C", "H", "H", "H", "H", "H", "H", "H", "H", "C", "C", "H", "H"], "coordinates": [[1.5347, -0.0900, 1.1086], [0.3524, -0.7458, 0.5404], [-0.4677, 0.2488, -1.0403], [-0.2479, 1.6116, -0.7968], [-0.1491, -0.3384, -2.2243], [0.5118, -1.5396, -0.0726], [0.2310, 2.0896, -1.5465], [-1.0437, 2.1147, -0.4346], [2.3981, -0.3204, 0.4867], [1.6837, -0.4260, 2.1322], [1.3763, 0.9891, 1.1215], [-0.2756, -1.3993, -2.3714], [0.1748, 0.2481, -3.0704], [-0.8445, -0.7788, 1.2783], [-1.4528, -0.8304, 2.3385], [-2.3204, -0.7692, 2.9433], [-1.4612, -0.0638, -0.3926]], "forces_ev_per_angstrom": [[-0.52, -0.28, 0.29], [-0.71, -0.68, 1.52], [-4.54, 1.18, -1.12], [0.32, -0.28, 0.09], [0.11, -0.06, 0.46], [-0.06, 0.23, 0.45], [-0.03, 0.04, 0.02], [0.08, -0.03, -0.07], [-0.08, -0.03, 0.04], [0.30, -0.07, 0.07], [-0.07, -0.02, -0.14], [-0.29, -0.08, -0.10], [0.49, 0.07, 0.11], [3.28, -0.80, 1.72], [-0.53, 0.26, -1.74], [-0.07, 0.04, 0.42], [2.32, 0.53, -2.00]], "mulliken_charge": [-0.989, -0.185, 0.493, -0.441, -1.079, 0.370, 0.186, 0.223, 0.334, 0.352, 0.310, 0.264, 0.207, -0.254, -0.270, 0.376, 0.104]}

{"formula": "C2H4NP", "method": "ωB97M-V/def2-TZVPD", "total_energy_ev": -12912.8660, "fmax_ev_per_a": 2.1, "homo_ev": [-8.66, -8.67], "lumo_energy_ev": [-1.27, -1.27], "de_lowest_kcal_mol": 84.5, "charge": 0, "elements": ["C", "C", "N", "P", "H", "H", "H", "H"], "coordinates": [[-0.3960, -0.0667, -0.8754], [-0.8631, -0.9579, -0.0453], [-0.0400, 0.9620, -1.4240], [2.5805, 1.9857, 1.8205], [-0.1268, -1.5987, 0.4651], [-1.9139, -1.3202, 0.0717], [-0.0814, 1.2159, -2.4290], [1.3523, 2.6458, 1.8539]], "forces_ev_per_angstrom": [[-0.61, 1.34, -0.51], [0.04, -1.99, 0.76], [-0.61, 0.39, -0.46], [0.46, -0.27, -0.03], [-0.31, 0.26, -0.43], [1.00, 1.05, -0.29], [0.51, -1.03, 0.95], [-0.48, 0.25, 0.01]], "mulliken_charge": [0.538, -0.836, -0.423, -0.027, 0.211, 0.235, 0.274, 0.028]}

{"formula": "C4H11N2O3S", "method": "ωB97M-V/def2-TZVPD", "total_energy_ev": -24282.8124, "fmax_ev_per_a": 5.6, "homo_ev": -5.22, "lumo_energy_ev": 3.61, "de_lowest_kcal_mol": 51.6, "charge": -1, "elements": ["C", "C", "C", "C", "N", "N", "O", "O", "O", "S", "H", "H", "H", "H", "H", "H", "H", "H", "H", "H", "H"], "coordinates": [[-1.7532, -0.7138, 0.5443], [-0.7922, 1.5064, 0.9873], [-0.5007, 0.4847, -1.3539], [-0.5910, 0.2029, 0.1891], [0.6936, -2.1579, -0.2139], [0.5985, -0.3433, 0.5952], [2.1251, 1.6586, -0.2149], [2.3915, -0.4316, -1.3116], [2.9642, -0.1513, 1.0220], [2.1093, 0.2011, -0.0411], [-2.6741, -0.1782, 0.3081], [-1.6181, -1.7166, 0.2144], [-1.8106, -0.8507, 1.6340], [-0.1024, 2.1966, 0.6112], [-0.6857, 1.2184, 1.9737], [-1.7323, 1.9035, 0.8300], [-1.2575, 1.1647, -1.7734], [0.5755, 0.8958, -1.5315], [-0.6428, -0.4788, -1.9044], [1.2987, -2.6369, 0.4006], [1.4041, -1.7735, -0.9654]], "forces_ev_per_angstrom": [[-0.12, 0.74, 1.41], [0.85, -1.46, -1.74], [0.79, -0.09, -0.42], [-2.38, 1.20, -2.58], [-0.16, 4.19, -1.53], [3.07, -4.72, -0.10], [-1.30, -0.23, 0.07], [-0.01, -0.95, -1.02], [1.73, -1.62, 1.86], [0.69, 2.91, 0.16], [-0.17, -0.51, -0.52], [-0.23, -0.53, -1.04], [0.26, 0.30, 0.07], [1.36, 1.16, 0.08], [0.51, 0.00, 2.26], [-2.27, 0.62, -0.42], [0.14, 0.07, 0.41], [-2.50, -0.51, -0.26], [0.39, 0.65, 0.42], [0.95, -0.28, 1.55], [-1.59, -0.96, 1.35]], "mulliken_charge": [-1.857, -2.142, -1.401, 2.004, -0.682, -0.529, -0.695, -0.675, -0.710, 1.196, 0.391, 0.487, 0.369, 0.466, 0.536, 0.504, 0.436, 0.298, 0.331, 0.247, 0.425]}

What is the formula in the third record?
C2H4NP

The lowest charge belongs to which entry?
C4H11N2O3S